# 1
DFT (the ωB97M-V functional and the def2-TZVPD basis) results for a structure of composition C29H42Cl3CuN4O3S2SbSi3.

ORCA input file:
```
! RIJCOSX wB97M-V def2-TZVPD def2/J DEFGRID3
* xyz -1 1
Sb 0.272 -0.161 2.887
Cu -0.236 -0.142 -0.396
Cl 5.116 4.744 -0.770
Cl 3.058 -0.145 0.169
Cl -0.188 4.101 0.065
S -4.698 0.581 -0.349
S -3.510 3.327 -0.925
Si -2.002 0.575 3.834
Si 0.743 -2.082 4.553
Si 1.568 1.730 4.078
O -2.830 4.580 -0.746
O -4.757 3.170 -0.204
O 0.580 1.327 0.510
N -2.222 -0.161 -0.320
N -2.483 2.113 -0.658
N -4.661 2.699 -6.732
N 0.230 -1.898 -1.087
C -3.083 3.041 -4.936
C 0.341 -4.006 0.046
C 2.874 1.556 -0.039
C 3.406 1.631 3.547
C 1.426 3.460 -0.040
C 0.997 3.502 3.648
C -4.386 2.797 -5.377
C 3.966 2.346 -0.338
C -2.627 2.137 2.953
C 2.511 -2.607 4.022
C -0.510 -4.588 -0.884
C -2.971 -1.286 -0.136
C -0.418 -3.538 4.072
C 0.698 -2.681 -0.102
C -2.823 3.211 -3.590
C -2.960 0.928 -0.452
C -4.304 -1.104 -0.142
C 1.572 2.065 0.139
C -0.980 -3.792 -1.921
C -0.590 -2.469 -1.983
C 2.508 4.273 -0.309
C -2.113 0.886 5.737
C -5.417 2.718 -4.442
C -5.149 2.888 -3.096
C -3.201 -0.864 3.449
C 3.766 3.710 -0.449
C 0.807 -2.149 6.474
C 1.593 1.660 6.004
C -3.859 3.146 -2.678
H -5.512 2.218 -6.972
H -4.230 -0.620 3.695
H 0.758 3.578 2.593
H -5.928 2.825 -2.352
H 1.966 0.706 6.359
H -1.823 3.394 -3.231
H -2.420 2.071 1.890
H -2.283 3.087 -5.661
H -1.708 1.860 5.993
H 0.787 -3.173 6.836
H -0.790 -5.628 -0.805
H -3.878 2.457 -7.319
H -0.777 -3.418 3.054
H 2.354 5.334 -0.418
H 4.946 1.916 -0.478
H -3.140 0.854 6.089
H -3.163 -1.086 2.387
H 1.389 -2.217 0.591
H 4.010 2.388 4.042
H -1.286 -3.573 4.722
H -5.066 -1.840 0.004
H 0.115 3.793 4.210
H 0.599 1.797 6.416
H 0.731 -4.576 0.875
H -1.551 0.138 6.288
H 3.234 -1.881 4.384
H -6.425 2.514 -4.777
H 1.778 4.230 3.856
H 3.836 0.659 3.773
H 2.589 -2.619 2.938
H 1.710 -1.684 6.852
H -2.135 3.034 3.317
H -3.699 2.278 3.063
H -2.459 -2.226 -0.003
H 0.080 -4.501 4.136
H -0.037 -1.628 6.914
H 2.809 -3.586 4.389
H -0.950 -1.824 -2.772
H -1.648 -4.199 -2.664
H 3.491 1.792 2.478
H -2.931 -1.769 3.985
H 2.229 2.440 6.415
*
```

Results
ΔE to the lowest compared entry with this formula, charge and spin   132.0 kJ/mol
HOMO-LUMO gap   0.2549 hartree


# 2
DFT (the ωB97M-V functional and the def2-TZVPD basis) results for a structure of composition C29H42N2NaO10P2.

ORCA input file:
```
! RIJCOSX wB97M-V def2-TZVPD def2/J DEFGRID3
* xyz -1 1
P -1.318 -1.841 -0.420
P -1.994 1.305 0.178
Na 1.560 -1.264 -0.477
O 8.141 -2.840 -1.434
O -2.720 -1.933 -1.175
O 0.865 0.589 -0.594
O 4.071 -4.368 -0.458
O 2.609 -2.812 0.216
O -2.796 1.662 1.616
O 6.607 -4.410 -1.055
O -3.330 1.097 -0.770
O -1.245 -3.142 0.511
O -0.147 -1.925 -1.307
N 6.294 -0.823 -1.345
N 4.156 -0.782 -0.877
C 6.990 -3.174 -1.192
C -2.339 -3.778 -2.763
C -2.096 -3.657 1.552
C -2.893 -2.376 -2.554
C 1.273 2.516 -1.890
C 1.478 1.709 -0.767
C 4.611 -2.078 -0.766
C -2.431 2.710 2.522
C 3.840 3.974 1.137
C -5.177 2.607 -0.655
C -3.588 -3.492 1.298
C 2.984 3.508 0.103
C 2.719 4.280 -1.054
C 2.705 1.451 1.388
C -5.534 0.160 -1.087
C 3.681 -3.173 -0.302
C -1.669 -3.098 2.900
C 5.189 -0.051 -1.222
C -4.703 1.196 -0.353
C -2.330 -1.360 -3.537
C -0.978 3.151 2.405
C 5.952 -2.121 -1.069
C 4.121 3.202 2.231
C 5.179 1.424 -1.438
C 2.389 2.225 0.249
C 3.556 1.914 2.356
C -2.736 2.195 3.919
C 1.889 3.770 -2.021
C -1.649 -0.477 0.711
H -2.521 -0.763 1.296
H -2.769 -4.479 -2.043
H 5.953 1.722 -2.149
H 4.203 1.734 -1.810
H -5.070 2.806 -1.724
H -0.776 -0.425 1.372
H 3.806 1.296 3.211
H 5.350 1.953 -0.496
H 5.564 -4.470 -0.843
H -4.138 -4.043 2.063
H -0.309 2.326 2.668
H -0.735 3.463 1.389
H -2.609 -1.634 -4.556
H -6.571 0.198 -0.742
H -1.254 -3.776 -2.643
H -1.244 -1.325 -3.456
H -3.778 1.877 3.992
H -2.586 -4.119 -3.770
H -3.896 -2.446 1.342
H -4.771 1.024 0.719
H -0.784 3.984 3.082
H 0.611 2.146 -2.667
H -5.513 0.357 -2.163
H -2.003 -2.067 3.031
H -1.877 -4.724 1.548
H 4.783 3.577 3.003
H -2.549 2.976 4.661
H 1.697 4.357 -2.915
H -3.080 3.572 2.324
H 3.171 5.260 -1.159
H -5.132 -0.832 -0.905
H -3.861 -3.883 0.318
H -2.093 1.338 4.139
H 2.257 0.470 1.475
H -3.976 -2.406 -2.662
H -2.718 -0.365 -3.306
H -2.098 -3.702 3.701
H -4.572 3.334 -0.108
H -6.225 2.732 -0.372
H 7.232 -0.547 -1.577
H 4.276 4.964 1.041
H -0.581 -3.128 2.980
*
```

Results
ΔE to the lowest compared entry with this formula, charge and spin   82.2 kJ/mol
HOMO-LUMO gap   0.2267 hartree


# 3
DFT (the ωB97M-V functional and the def2-TZVPD basis) results for a structure of composition C29H43AgAsBr3F6N2O16.

ORCA input file:
```
! RIJCOSX wB97M-V def2-TZVPD def2/J DEFGRID3
* xyz -1 2
Ag -0.840 3.747 -3.784
Br 1.234 -2.693 3.860
Br 0.548 -5.221 1.861
Br 3.641 -3.623 1.731
As -0.271 0.867 -0.913
F -0.444 1.307 0.824
F 0.030 -0.864 -0.412
F -2.037 0.476 -1.023
F -0.646 2.541 -1.402
F 1.429 1.290 -0.829
F -0.087 0.480 -2.637
O 3.863 4.237 1.250
O -2.495 -4.214 1.807
O -3.197 2.519 3.191
O -1.657 5.398 0.020
O 8.222 0.548 -1.570
O 4.172 2.327 2.683
O 5.184 4.250 3.181
O -2.917 0.165 -4.640
O -4.004 -3.113 0.373
O -0.963 -0.769 -5.298
O -3.108 4.376 -1.135
O -4.156 2.409 5.017
O -1.091 1.494 -5.198
O 8.746 -1.352 -2.655
O -1.506 5.487 -2.319
O -4.419 -5.120 1.103
N -3.472 1.897 4.168
N 7.970 -0.467 -2.282
C 5.588 -0.064 -1.757
C -2.050 5.169 -1.229
C 0.437 -0.674 -5.612
C -2.270 -0.170 3.409
C 5.924 5.391 2.812
C 4.241 -0.419 -1.800
C 3.884 -1.629 -2.277
C -1.648 0.411 -5.152
C -3.248 -0.170 5.550
C -2.756 -1.499 5.759
C 6.574 -0.918 -2.280
C -2.218 -2.194 4.698
C 3.183 1.564 1.960
C 4.326 3.664 2.271
C 1.647 -3.507 2.078
C -3.047 0.484 4.374
C -0.527 6.155 0.390
C -3.602 -1.141 -4.646
C 4.821 -2.506 -2.770
C 6.134 -2.165 -2.803
C -3.352 3.461 -0.089
C -1.964 -1.471 3.508
C -2.965 -2.282 -0.120
C 0.453 5.103 0.853
C -4.060 -6.358 1.634
C 3.062 0.159 2.449
C -4.998 -7.430 1.171
C -3.988 -1.358 -6.067
C -3.531 -4.134 1.216
H 6.356 6.005 3.602
H -3.011 3.726 0.912
H 6.679 5.171 2.057
H 2.234 2.084 1.830
H 1.216 -2.735 1.441
H -2.720 2.585 -0.238
H -0.093 6.816 -0.361
H 0.041 4.367 1.544
H -4.189 -6.182 2.702
H -3.137 -1.718 -6.645
H 5.357 6.201 2.353
H 3.628 1.450 0.972
H -4.523 -1.245 -4.074
H 0.721 0.081 -6.345
H -3.680 0.351 6.392
H -3.088 -2.039 6.633
H 0.964 -0.722 -4.659
H 5.899 0.858 -1.288
H 0.809 4.476 0.036
H -1.526 -1.942 2.641
H 2.834 -1.861 -2.184
H -2.976 -1.385 0.500
H 4.513 -3.423 -3.250
H -4.330 -0.446 -6.556
H 2.290 -0.423 1.946
H -4.427 3.415 -0.261
H -4.484 -8.343 1.472
H -0.650 6.800 1.260
H -3.057 -6.607 1.287
H -2.204 -3.274 4.738
H -4.851 -2.021 -6.126
H -6.011 -7.482 1.569
H -5.216 -7.317 0.109
H 3.505 0.230 -1.348
H 1.285 5.687 1.246
H 4.032 -0.336 2.505
H 0.621 -1.553 -6.230
H -1.851 0.372 2.574
H -3.281 -2.029 -1.132
H -2.886 -1.901 -4.333
H 6.831 -2.912 -3.153
H -1.970 -2.723 -0.062
H 2.568 0.093 3.417
*
```

Results
HOMO-LUMO gap (alpha / beta)   0.0530 / 0.1760 hartree


# 4
DFT (the ωB97M-V functional and the def2-TZVPD basis) results for a structure of composition C29H43As3MgN2S.

ORCA input file:
```
! RIJCOSX wB97M-V def2-TZVPD def2/J DEFGRID3
* xyz -1 2
As -11.770 -1.877 12.897
As -13.802 1.539 13.649
As -14.218 -3.012 16.286
S -14.971 0.451 10.879
Mg -14.169 -0.930 9.022
N -15.557 -2.532 9.123
N -12.098 -0.730 9.070
C -10.015 -1.434 8.464
C -10.020 -0.053 8.317
C -11.354 0.335 8.680
C -17.013 -3.840 7.780
C -14.406 -0.020 5.938
C -13.821 0.585 12.009
C -15.577 1.692 14.369
C -11.881 -3.169 8.994
C -17.016 -4.801 8.787
C -12.739 -0.696 15.595
C -9.750 -1.717 12.672
C -16.026 -0.991 4.572
C -14.149 -1.227 15.427
C -16.501 -1.805 5.608
C -11.298 -1.842 8.848
C -11.980 1.677 8.570
C -12.242 -0.769 17.084
C -16.210 -2.735 7.927
C -14.769 -0.819 6.999
C -15.666 -3.426 10.116
C -12.679 0.815 15.174
C -14.655 -2.792 18.239
C -15.884 -1.725 6.887
C -11.671 -1.546 14.894
C -11.942 -3.992 13.077
C -13.093 3.268 13.208
C -16.395 -4.557 10.033
C -15.035 -0.060 4.726
C -16.030 -3.391 15.620
H -16.492 -4.344 16.030
H -9.482 -0.639 12.733
H -12.964 -4.196 13.401
H -15.922 -3.312 14.530
H -15.922 0.778 14.861
H -10.642 -1.095 14.901
H -15.352 -3.607 18.480
H -13.830 -2.817 18.888
H -16.192 1.909 13.479
H -9.254 -2.222 13.517
H -11.671 1.176 14.919
H -11.645 -4.421 12.101
H -9.409 -2.240 11.774
H -11.160 -3.850 9.384
H -14.505 -1.214 14.364
H -9.215 0.601 8.002
H -13.276 3.508 12.135
H -13.514 4.026 13.823
H -15.624 2.494 15.130
H -16.822 -2.686 15.891
H -17.289 -2.502 5.384
H -11.213 2.433 8.229
H -14.895 -0.646 15.988
H -16.405 -1.124 3.547
H -11.664 -2.626 15.274
H -12.777 -3.085 9.670
H -15.033 -3.236 10.986
H -12.208 -3.580 8.009
H -12.342 2.003 9.527
H -15.137 -1.834 18.437
H -16.518 -5.221 10.928
H -12.052 -1.749 17.487
H -12.009 3.350 13.372
H -13.086 -0.290 17.675
H -11.334 -0.130 17.180
H -12.845 1.735 7.901
H -13.556 0.632 6.168
H -13.162 1.439 15.956
H -14.747 0.647 3.927
H -9.119 -2.062 8.315
H -11.297 -4.484 13.853
H -17.524 -5.688 8.479
H -17.482 -3.994 6.833
*
```

Results
ΔE to the lowest compared entry with this formula, charge and spin   494.7 kJ/mol
HOMO-LUMO gap (alpha / beta)   0.0878 / 0.1834 hartree


# 5
DFT (the ωB97M-V functional and the def2-TZVPD basis) results for a structure of composition C29H43AsCoN9OS.

ORCA input file:
```
! RIJCOSX wB97M-V def2-TZVPD def2/J DEFGRID3
* xyz 1 2
As 2.875 1.902 0.444
Co 0.283 0.766 0.291
S 0.212 0.946 2.599
O 1.588 -0.842 0.042
N -2.096 1.457 3.795
N -3.333 -1.716 0.356
N -9.857 -2.683 -1.294
N 1.974 -2.781 1.153
N 0.135 1.493 -1.603
N -1.325 1.935 0.469
N -1.301 -0.855 0.330
N -2.103 1.954 1.587
N 1.352 -2.788 -1.105
C -7.357 -2.319 -0.667
C 1.050 1.420 -2.572
C 1.536 -4.149 1.423
C -1.399 -1.755 1.379
C 0.634 -2.112 -2.177
C 4.429 4.442 0.495
C 2.137 -3.944 -1.534
C -4.702 -1.932 -0.004
C 2.566 -2.060 2.279
C -6.818 -1.037 -0.675
C 4.209 1.521 -0.953
C -2.642 -2.304 1.404
C 3.023 3.849 0.477
C 0.940 2.121 -3.758
C -1.111 3.022 -2.928
C 4.078 1.422 1.911
C -6.559 -3.408 -0.328
C -8.752 -2.523 -1.017
C -1.429 1.492 2.622
C -1.837 2.386 -0.614
C 4.330 0.058 -1.388
C -2.476 -0.861 -0.249
C -5.490 -0.842 -0.335
C -5.227 -3.215 -0.002
C -3.210 2.956 -0.742
C 1.630 -2.089 0.033
C -0.166 2.935 -3.937
C 3.583 1.729 3.321
C -0.927 2.293 -1.769
H 3.624 -2.305 2.393
H 2.460 -0.990 2.136
H 2.450 4.175 1.346
H 1.028 -4.170 2.389
H 1.318 -1.784 -2.967
H -4.594 -4.060 0.237
H -3.636 2.718 -1.718
H 4.381 5.532 0.551
H 4.293 0.358 1.787
H 2.693 -3.683 -2.438
H -1.590 1.260 4.639
H 5.164 1.842 -0.543
H -6.984 -4.404 -0.331
H -0.087 -2.801 -2.616
H 1.499 -4.801 -1.761
H 3.411 2.799 3.462
H -5.071 0.158 -0.304
H 0.834 -4.480 0.664
H -0.289 3.504 -4.850
H -0.584 -1.910 2.067
H 1.705 2.026 -4.516
H 3.995 2.182 -1.796
H 2.467 4.195 -0.397
H 4.325 1.417 4.059
H -2.754 -0.280 -1.120
H 3.406 -0.349 -1.792
H 5.108 -0.046 -2.148
H 5.005 4.104 1.358
H -1.974 3.670 -3.024
H -2.975 1.943 3.856
H 5.007 1.952 1.713
H 2.372 -4.851 1.467
H 4.605 -0.582 -0.544
H 2.648 1.223 3.557
H -7.447 -0.194 -0.929
H 1.890 0.772 -2.381
H 4.993 4.188 -0.404
H -3.112 -3.002 2.080
H -3.200 4.045 -0.635
H 0.104 -1.253 -1.785
H 2.052 -2.340 3.200
H -3.839 2.564 0.052
H 2.853 -4.231 -0.773
*
```

Results
ΔE to the lowest compared entry with this formula, charge and spin   14.2 kJ/mol
HOMO-LUMO gap (alpha / beta)   0.2756 / 0.2748 hartree